This record from the OMol25 dataset describes C20H18IrN4O5S4 as an isolated structure. The level of theory is wB97M-V/def2-TZVPD.

Each line ends with the Mulliken charge.
Atoms and positions in Å:
Ir (-1.22171, -0.45673, -0.54299)  1.476
C (-0.17191, -7.15266, -1.48793)  -0.817
O (1.14368, -6.62750, -1.41266)  -0.452
C (1.27024, -5.27635, -1.29989)  1.016
C (2.58645, -4.81768, -1.09887)  -0.912
C (2.78216, -3.47225, -0.94733)  -0.739
C (1.72044, -2.54582, -0.97028)  -0.447
C (1.97660, -1.15625, -0.64197)  1.384
C (3.34329, -0.54836, -0.81839)  -1.521
O (1.09299, -0.44227, -0.15963)  -0.568
C (0.40920, -3.00996, -1.22858)  0.260
O (-0.63815, -2.25411, -1.40655)  -1.059
C (0.21013, -4.40161, -1.37881)  -0.247
H (-0.06729, -8.23391, -1.47472)  0.234
H (-0.66752, -6.84701, -2.41196)  0.316
H (-0.77481, -6.83044, -0.63746)  0.357
H (3.39885, -5.52910, -1.05174)  0.420
H (3.78524, -3.10838, -0.76274)  0.356
H (3.95029, -1.08870, -1.54099)  0.452
H (3.86619, -0.53989, 0.14217)  0.333
H (3.20201, 0.48123, -1.13726)  0.318
H (-0.80668, -4.72251, -1.54435)  0.435
S (-3.74244, -2.57960, 2.75880)  -0.329
C (-2.94389, -1.82479, 1.52656)  0.173
S (-1.45072, -0.93259, 1.76580)  -0.380
S (-3.32134, -1.94644, -0.14302)  -0.423
N (1.61431, 4.90184, 3.97852)  -0.601
C (1.30548, 4.38448, 2.71633)  1.141
C (1.72194, 3.10116, 2.35720)  -0.988
C (1.45312, 2.60368, 1.09554)  -0.054
C (0.75983, 3.38931, 0.17749)  -0.197
C (0.33704, 4.66370, 0.52696)  -0.374
C (0.61420, 5.16056, 1.78919)  -0.735
S (0.37754, 2.75189, -1.41151)  1.146
O (-0.02325, 3.86477, -2.22399)  -0.712
O (1.47227, 1.92285, -1.83332)  -0.659
N (-0.86060, 1.73930, -1.16435)  -0.533
C (-2.09945, 2.18477, -0.79957)  0.634
N (-2.91460, 1.12091, -0.68730)  -0.392
C (-4.18153, 1.30503, -0.36254)  0.111
C (-4.66467, 2.58284, -0.13993)  -0.850
C (-3.73608, 3.61016, -0.21324)  -0.119
N (-2.45289, 3.44247, -0.52576)  -0.362
H (1.79078, 4.21082, 4.68975)  0.227
H (1.00102, 5.63203, 4.30130)  0.220
H (2.24996, 2.48828, 3.07979)  0.258
H (1.74780, 1.59831, 0.82216)  0.317
H (-0.21433, 5.24963, -0.19562)  0.465
H (0.28514, 6.15699, 2.06441)  0.271
H (-4.78088, 0.40713, -0.26209)  0.387
H (-5.69828, 2.76082, 0.11512)  0.367
H (-4.03518, 4.62995, 0.01023)  0.395

Properties
* frontier orbital gap (spin up / spin down): 0.241 / 0.238 Ha
* <S²>: 6.02
* net charge: -1
* multiplicity: 5

***

This record from the OMol25 dataset describes one molecule with the formula C20H18N2O4 in a non-equilibrium geometry. The level of theory is wB97M-V/def2-TZVPD.

Each line ends with the Mulliken charge.
Atoms and positions in Å:
C (4.05163, -3.61170, -1.75845)  -0.755
O (2.69204, -3.26745, -1.64968)  -0.436
C (2.21821, -2.13618, -1.09447)  0.291
C (2.95914, -1.20655, -0.40663)  -0.687
C (2.34338, -0.08059, 0.17140)  -0.933
C (0.99750, 0.09921, 0.15383)  0.828
C (0.44302, 1.18761, 0.75868)  0.024
O (1.28972, 2.07495, 1.30957)  -0.350
C (0.75846, 3.42293, 1.57032)  -1.134
C (0.07362, 3.52507, 2.88385)  0.602
O (-0.59685, 4.80446, 2.83809)  -0.588
C (1.15694, 3.40264, 4.03134)  -0.379
O (0.52440, 3.58120, 5.25771)  -0.563
N (-0.86431, 1.45820, 0.63498)  -0.532
C (-1.65305, 0.69724, -0.17394)  -0.281
C (-3.00186, 1.21377, -0.06094)  -0.053
N (-4.10522, 1.62530, -0.15770)  -0.587
C (-1.17844, -0.48609, -0.80007)  0.524
C (-2.02541, -1.33998, -1.58637)  0.450
C (-2.87157, -0.88285, -2.59873)  -0.413
C (-3.63705, -1.77314, -3.31813)  -0.628
C (-3.77717, -3.11374, -2.92228)  -0.268
C (-3.03517, -3.57152, -1.80119)  -0.953
C (-2.22420, -2.63891, -1.17383)  -0.109
C (0.22013, -0.75436, -0.58791)  1.031
C (0.81740, -1.89369, -1.13020)  -0.165
H (4.48336, -3.16008, -2.62714)  0.338
H (4.08601, -4.71140, -1.95184)  0.233
H (4.69637, -3.33551, -0.88839)  0.281
H (4.00340, -1.31579, -0.24866)  0.306
H (2.96032, 0.69661, 0.71874)  0.322
H (1.65091, 4.05595, 1.46857)  0.403
H (0.02892, 3.68799, 0.76186)  0.449
H (-0.75602, 2.80299, 3.01485)  0.225
H (-0.47149, 5.48717, 2.16707)  0.310
H (1.62247, 2.44239, 4.15378)  0.243
H (1.99510, 4.05984, 3.88354)  0.283
H (-0.22055, 4.20420, 5.20880)  0.346
H (-2.79619, 0.18718, -2.86670)  0.391
H (-4.07350, -1.43678, -4.25662)  0.339
H (-4.30262, -3.86983, -3.57941)  0.294
H (-3.12845, -4.59987, -1.52911)  0.416
H (-1.65080, -2.77763, -0.21732)  0.456
H (0.29748, -2.75330, -1.60129)  0.428

Properties
* frontier orbital gap: 0.287 Ha
* SMILES string: COc1ccc2c(OC[C@H](O)CO)nc(C#N)c(-c3ccccc3)c2c1
* net charge: 0

***

Result set for ΔE to the lowest compared entry with this formula, charge and spin: 0.00; 100.79 kcal/mol, one per record in the order listed.